#w
The following is a DFT calculation (wB97M-V/def2-TZVPD) of the ion C3H5N2O with charge +1.

Results
- SMILES: N#[N+]C/C=C\O
- Orbital gap: 8.7178 eV
- E_HOMO: -0.53030 Eh
- LUMO level: -5.71 eV

ORCA input file:
```
! wB97M-V def2-TZVPD RIJCOSX def2/J DEFGRID3
* xyz 1 1
H -0.709 0.531 1.569
O -0.904 -0.513 1.733
H -0.724 -2.220 0.682
N 1.409 0.919 -0.379
H -0.595 1.323 0.077
C -0.562 -1.145 0.631
C -0.137 -0.609 -0.522
H -0.232 1.373 -1.634
H -0.030 -1.223 -1.410
C 0.037 0.900 -0.638
N 2.448 0.664 -0.108
*
```

#x
The following is a DFT calculation (wB97M-V/def2-TZVPD) of a cluster of 2 separate species, C3H5N2O in total.

Results
- Orbital gap: 6.9295 eV
- E_HOMO: -0.54627 Eh
- LUMO level: -7.94 eV

ORCA input file:
```
! wB97M-V def2-TZVPD RIJCOSX def2/J DEFGRID3
* xyz 1 1
H -0.313 -1.439 2.373
O 0.857 0.483 -0.509
N -1.247 0.591 -0.123
H 0.220 -2.433 0.874
C 0.457 -1.847 1.810
C -0.962 1.409 -1.195
H 1.495 -1.653 2.238
C 0.396 1.306 -1.417
N -0.161 0.155 0.254
H 0.854 1.677 -2.311
H -1.597 1.750 -1.994
*
```

#y
The following is a DFT calculation (wB97M-V/def2-TZVPD) of the ion C3H5N2O with charge +1.

Results
- SMILES: CCC(=O)[N+]#N
- Orbital gap: 9.8270 eV
- E_HOMO: -0.63971 Eh
- LUMO level: -7.58 eV

ORCA input file:
```
! wB97M-V def2-TZVPD RIJCOSX def2/J DEFGRID3
* xyz 1 1
N -2.104 -0.448 0.312
C 1.407 0.320 -0.415
H 0.579 -0.645 1.164
N -2.489 -1.441 0.033
H -0.091 -1.245 -0.308
C 0.169 -0.391 0.248
C -1.142 0.585 0.286
H 1.589 1.293 0.057
O -1.404 1.696 0.379
H 2.248 -0.215 -0.235
H 1.239 0.492 -1.521
*
```

#z
The following is a DFT calculation (wB97M-V/def2-TZVPD) of the ion C3H5N2O with charge +1.

Results
- SMILES: N[N@@+]12C[C@H]1C2=O
- Orbital gap: 10.3084 eV
- E_HOMO: -0.55640 Eh
- LUMO level: -4.83 eV

ORCA input file:
```
! wB97M-V def2-TZVPD RIJCOSX def2/J DEFGRID3
* xyz 1 1
H -0.352 -0.790 -2.070
H -1.291 -0.892 1.157
C -0.549 -0.326 -1.053
H 0.864 1.628 1.109
C 0.843 -1.222 0.596
N 0.375 1.501 0.242
N 0.455 0.217 -0.163
C -0.504 -0.929 0.324
O 1.904 -1.543 0.890
H -1.245 0.415 -1.210
H -0.500 1.940 0.179
*
```

Most stable structure: #w

#w
The following is a DFT calculation (wB97M-V/def2-TZVPD) of the molecule CH3F2PS.

Results
- SMILES: FC(F)(P)S
- Orbital gap: 9.9775 eV
- E_HOMO: -0.35999 Eh
- LUMO level: 0.18 eV

ORCA input file:
```
! wB97M-V def2-TZVPD RIJCOSX def2/J DEFGRID3
* xyz 0 1
H 0.691 1.155 1.731
H -1.763 0.152 -1.718
H -0.907 1.588 -0.385
S 1.599 0.390 1.137
C 0.447 -0.644 0.089
F 1.074 -0.943 -1.119
P -1.442 0.220 -0.329
F 0.300 -1.917 0.594
*
```

#x
The following is a DFT calculation (wB97M-V/def2-TZVPD) of the molecule CH3F2PS.

Results
- SMILES: FC(F)=[PH2]S
- Orbital gap: 7.8991 eV
- E_HOMO: -0.28159 Eh
- LUMO level: 0.24 eV

ORCA input file:
```
! wB97M-V def2-TZVPD RIJCOSX def2/J DEFGRID3
* xyz 0 1
F -1.703 -1.305 0.083
H -0.425 1.903 -1.615
F 0.206 -2.419 0.486
P 0.362 0.319 0.296
S 0.703 1.071 -1.656
H 1.513 0.306 0.894
H -0.173 1.371 0.786
C -0.483 -1.247 0.727
*
```

Most stable structure: #w

#w
The following is a DFT calculation (wB97M-V/def2-TZVPD) of the molecule CH2N2O2.

Results
- SMILES: O=N[C@@H]1NO1
- Orbital gap: 9.0096 eV
- E_HOMO: -0.36355 Eh
- LUMO level: -0.88 eV

ORCA input file:
```
! wB97M-V def2-TZVPD RIJCOSX def2/J DEFGRID3
* xyz 0 1
N -0.800 -0.130 -0.374
O 2.546 -0.013 -0.041
N 1.490 0.416 -0.372
H -0.354 -0.197 -1.387
C 0.366 0.350 0.417
H 0.187 0.199 1.585
O -0.619 1.248 -0.063
*
```

#x
The following is a DFT calculation (wB97M-V/def2-TZVPD) of the molecule CH2N2O2.

Results
- SMILES: O=C1NN1O
- Orbital gap: 10.4880 eV
- E_HOMO: -0.36169 Eh
- LUMO level: 0.65 eV

ORCA input file:
```
! wB97M-V def2-TZVPD RIJCOSX def2/J DEFGRID3
* xyz 0 1
N -0.195 0.131 -0.667
H -1.425 1.620 -0.458
C 0.978 -0.226 -0.014
O -1.099 0.934 0.117
N 0.018 -1.207 -0.175
H -0.311 -1.334 0.783
O 2.034 0.083 0.414
*
```

Most stable structure: #x